Record 1
Molecular formula: C10H18OSi
Method: DFT, ωB97M-V/def2-TZVPD

The geometry in XYZ format:
```
30
Properties=species:S:1:pos:R:3
C 1.432 0.501 -1.814
C 1.525 1.975 -1.597
C 2.000 -0.358 -0.767
C 1.192 2.466 -0.175
C 0.381 1.005 1.681
C -0.033 1.732 0.446
C -0.035 0.315 0.448
C -0.147 -2.601 1.215
C -1.574 -1.484 -1.400
C -2.672 -0.798 1.409
O 0.998 0.055 -2.845
Si -1.139 -1.183 0.377
H 2.461 2.315 -1.956
H 0.922 2.587 -2.393
H 1.986 -1.408 -0.890
H 2.849 -0.024 -0.075
H 2.040 2.376 0.481
H 1.025 3.566 -0.173
H 1.357 1.201 2.018
H -0.274 0.825 2.540
H -0.992 2.234 0.110
H 0.790 -2.840 0.793
H 0.192 -2.456 2.248
H -0.748 -3.406 1.147
H -2.478 -1.091 -1.945
H -0.671 -1.012 -1.971
H -1.498 -2.517 -1.704
H -2.412 -0.314 2.358
H -3.238 0.040 1.009
H -3.240 -1.701 1.424
```

LUMO energy (alpha / beta)   -0.11 / -0.11 eV
Net charge   0
Kohn-Sham gap (alpha / beta)   8.086 / 8.087 eV
Highest occupied orbital energy (alpha / beta)   -8.2 / -8.2 eV

These are the natural (NBO) partial charges, in e, on atoms 1 to 6:
1. C 0.5004
2. C -0.5146
3. C -0.4587
4. C -0.3751
5. C -0.4551
6. C -0.3059



Record 2
Molecular formula: C20H13Cl2F2OOsS4
Method: DFT, ωB97M-V/def2-TZVPD

The geometry in XYZ format:
```
43
Properties=species:S:1:pos:R:3
Os 1.868 -0.637 -0.070
Cl 2.812 -0.038 1.992
C 2.309 1.647 2.119
C 2.275 2.253 3.357
C 1.902 3.587 3.397
C 1.581 4.272 2.230
C 1.629 3.628 1.005
Cl 1.244 4.491 -0.435
C 1.996 2.282 0.924
S 2.139 1.452 -0.633
H 2.529 1.706 4.254
H 1.862 4.102 4.347
H 1.289 5.312 2.266
F 4.663 -1.304 -0.243
C 3.482 -1.643 -0.785
F 3.114 -2.880 -0.306
H 3.571 -1.688 -1.871
O 0.478 -1.535 -0.769
C -0.980 -1.140 -0.808
C -1.400 -1.038 0.635
C -0.950 -0.126 1.555
C -1.497 -0.331 2.844
C -2.360 -1.387 2.866
S -2.500 -2.139 1.345
C -1.071 0.160 -1.560
C -0.595 0.374 -2.824
C -0.827 1.694 -3.280
C -1.491 2.446 -2.356
S -1.821 1.571 -0.932
C -1.647 -2.272 -1.535
C -1.434 -3.607 -1.338
C -2.299 -4.412 -2.119
C -3.152 -3.667 -2.877
S -2.906 -1.994 -2.667
H -0.283 0.695 1.312
H -1.280 0.284 3.705
H -2.929 -1.757 3.703
H -0.107 -0.394 -3.410
H -0.528 2.063 -4.249
H -1.809 3.472 -2.442
H -0.683 -3.996 -0.665
H -2.285 -5.492 -2.122
H -3.910 -4.017 -3.559
```

LUMO energy   -5.12 eV
Net charge   +1
Kohn-Sham gap   6.451 eV
Highest occupied orbital energy   -11.6 eV

These are the natural (NBO) partial charges, in e, on atoms 1 to 6:
1. Os 0.8742
2. Cl 0.2377
3. C -0.0712
4. C -0.2271
5. C -0.1628
6. C -0.1887



Which relative energy (zero: lowest compared OMol25 entry of this formula, charge and spin) belongs to each record? In order, 100.38 2.81 kcal/mol.
Which E belongs to each record? In order, -756.42072 -3648.40828 a.u..